Record 1
Here is C32H29NP2Tl as an isolated structure at a distorted geometry from OMol25. Energies are from ωB97M-V/def2-TZVPD.

The gap between HOMO and LUMO comes out at 0.257 hartree. The calculation puts the highest occupied orbital energy at -10.30 eV. The value obtained for the molecular weight is 693.9 g mol⁻¹.

Geometry as ORCA input:
```
! RIJCOSX wB97M-V def2-TZVPD def2/J DEFGRID3
* xyz 1 1
Tl 2.03296 -2.62029 0.04381
C -0.22494 0.95061 -0.77399
N -1.21874 0.25181 -0.00879
C -0.89554 0.05911 1.38341
P 0.88886 -0.42749 1.69241
C 1.58456 1.18001 2.21831
C 0.94486 2.03901 3.10841
C 1.47406 3.29011 3.36551
C 2.64816 3.69331 2.74811
C 3.30716 2.83111 1.88591
C 2.77866 1.57991 1.62151
C 0.61156 -1.46099 3.17821
C 0.93076 -1.10809 4.48021
C 0.74006 -2.02139 5.50471
C 0.25506 -3.29019 5.23641
C -0.02884 -3.66369 3.93051
C 0.15306 -2.75419 2.90861
C -2.57464 0.41231 -0.34479
C -2.95994 0.57631 -1.67809
C -4.28464 0.77641 -2.01719
C -5.26774 0.80321 -1.04439
C -4.90404 0.60071 0.27381
C -3.57914 0.40781 0.62321
P 1.00526 -0.28849 -1.50569
C -0.22294 -1.37109 -2.32859
C -0.66194 -1.32519 -3.64549
C -1.64084 -2.20879 -4.07289
C -2.20214 -3.11989 -3.19389
C -1.77784 -3.16789 -1.87689
C -0.78744 -2.30399 -1.45299
C 1.94266 0.71891 -2.70119
C 2.33096 0.24261 -3.94989
C 3.22596 0.96241 -4.72159
C 3.77826 2.13771 -4.23999
C 3.42896 2.59441 -2.97939
C 2.51496 1.89581 -2.21499
H 0.33236 1.64681 -0.13679
H -0.68504 1.52021 -1.58169
H -1.50494 -0.76239 1.77321
H -1.09814 0.96491 1.97871
H 0.03336 1.73561 3.60481
H 0.96506 3.94511 4.05651
H 3.05006 4.67551 2.94291
H 4.23476 3.12521 1.41911
H 3.28606 0.90581 0.94111
H 1.32796 -0.12629 4.69081
H 0.97896 -1.74389 6.51991
H 0.10756 -3.99709 6.03871
H -0.38524 -4.65969 3.71361
H -0.08744 -3.04629 1.88621
H -2.23144 0.55051 -2.47269
H -4.54134 0.92591 -3.05629
H -6.29844 0.98341 -1.30499
H -5.64494 0.61641 1.05821
H -3.35134 0.27621 1.66781
H -0.26014 -0.59669 -4.33319
H -1.97514 -2.18089 -5.09819
H -2.97794 -3.78969 -3.52859
H -2.21134 -3.87009 -1.18059
H -0.50464 -2.29459 -0.39969
H 1.94966 -0.69889 -4.31569
H 3.50956 0.59061 -5.69419
H 4.49146 2.68661 -4.83469
H 3.87936 3.49051 -2.58109
H 2.26586 2.25501 -1.22589
*
```

Record 2
Here is C32H30Br2CuN7O5S as an isolated structure at a distorted geometry from OMol25. Energies are from ωB97M-V/def2-TZVPD.

The gap between HOMO and LUMO (spin up / spin down) comes out at 0.257 / 0.254 hartree. The calculation puts the highest occupied orbital energy (spin up / spin down) at -4.91 / -4.98 eV. The energy above the lowest of the compared OMol25 structures with the same formula, charge and spin is 26.59 kcal per mole. The value obtained for the molecular weight is 848.1 g mol⁻¹.

Geometry as ORCA input:
```
! RIJCOSX wB97M-V def2-TZVPD def2/J DEFGRID3
* xyz -1 2
Cu 0.29310 0.44166 -0.32580
Br 5.36731 -0.34470 3.92194
C 3.98569 0.44088 2.87072
C 3.02045 1.22074 3.49389
C 1.99493 1.76334 2.75712
C 1.90926 1.54848 1.36618
O 0.90040 1.92702 0.65430
C 3.00928 0.86428 0.75117
C 2.99376 0.91616 -0.69342
N 3.25552 -0.03332 -1.50001
C 2.96363 0.07806 -2.83102
C 3.76888 -0.56073 -3.75895
C 3.47694 -0.53154 -5.12142
C 2.38018 0.14752 -5.58501
C 1.51592 0.79365 -4.68047
C 0.37881 1.51027 -5.11060
C -0.39829 2.15621 -4.18927
C -0.07514 2.03930 -2.82889
N 0.95740 1.35881 -2.39497
C 1.78369 0.75907 -3.28270
C 3.99626 0.25546 1.50331
H 3.07024 1.38888 4.55996
H 1.20855 2.31972 3.23725
H 2.72903 1.91573 -1.06527
H 4.65030 -1.07341 -3.40411
H 4.13609 -1.03690 -5.81316
H 2.16184 0.19712 -6.64297
H 0.14714 1.53140 -6.16812
H -1.26564 2.72906 -4.47638
H -0.67765 2.52431 -2.07322
H 4.76403 -0.32616 1.01311
Br 1.42716 -5.30154 -4.79869
C 1.43944 -4.84436 -2.95195
C 1.61442 -5.84561 -2.00973
N 1.67241 -5.58498 -0.71645
C 1.53223 -4.33179 -0.31531
C 1.30568 -3.27011 -1.18596
C 1.27046 -3.53377 -2.54949
C 1.05476 -1.88222 -0.66179
O 1.36347 -1.60774 0.50030
O 0.49353 -1.08726 -1.46351
H 1.71932 -6.88251 -2.30500
H 1.60896 -4.14950 0.74892
H 1.12118 -2.72520 -3.24841
C -2.04098 -3.94228 0.90270
N -1.62888 -2.66512 1.43244
C -1.18184 -2.55341 2.70793
C -0.85385 -1.36111 3.22490
C -0.87664 -0.17396 2.37090
O -0.73957 0.94988 2.83316
N -1.07885 -0.39574 1.02813
C -1.57457 -1.55962 0.55432
O -2.02524 -1.70881 -0.56973
H -2.70735 -4.44464 1.60654
H -1.17497 -4.57951 0.69700
H -2.56264 -3.75202 -0.03544
H -1.16554 -3.47194 3.28482
H -0.53877 -1.24635 4.25012
C -1.38069 4.41109 1.65107
N -2.34275 3.48542 2.18854
C -2.28030 3.28524 3.61235
C -3.12956 2.76794 1.37668
S -3.06878 2.94147 -0.27116
N -4.03143 1.89747 1.97853
C -5.13056 2.48888 2.71235
C -4.44980 0.77733 1.16515
H -1.78603 5.42888 1.64782
H -1.12886 4.12467 0.63243
H -0.47392 4.37951 2.25153
H -1.23488 3.20072 3.91020
H -2.77585 2.35569 3.87522
H -2.74057 4.12942 4.14333
H -4.79489 3.34617 3.28821
H -5.54782 1.74582 3.39456
H -5.93063 2.82245 2.03539
H -3.59432 0.40910 0.60478
H -5.24695 1.04710 0.46110
H -4.80663 -0.01355 1.82803
*
```